1.
The following is a DFT calculation (the ωB97M-V functional and the def2-TZVPD basis) of a cluster of 2 separate species, C4H5NO2 in total in a non-equilibrium geometry.

The geometry in ORCA input format:
```
! RIJCOSX wB97M-V def2-TZVPD def2/J DEFGRID3
* xyz 0 1
O -0.47805 0.00411 -1.56730
H -1.40293 -1.67045 -0.94396
C -0.07818 -0.81674 0.64888
C 1.42914 -0.97921 0.52331
H -0.27808 0.17024 1.09095
H 1.93126 -0.18755 -0.06744
H -0.65024 2.57524 -1.51799
O 2.04143 -1.89401 1.00948
N -0.66967 2.62630 0.70622
H -0.47028 -1.60917 1.28952
C -0.66058 2.61307 -0.44762
C -0.71383 -0.83184 -0.72405
*
```

Calculated values
HOMO	-10.15	eV
electronic energy	-9812.4316	eV
F_max	0.022	Eh/bohr
SMILES	O=CCC=O.C#N
ΔE to the lowest compared entry with this formula, charge and spin	181.7	kJ/mol

Atom charges from the Mulliken analysis, given in e for atoms 1 to 5: -0.484, 0.346, -0.236, 0.027, 0.180

***

2.
The following is a DFT calculation (the ωB97M-V functional and the def2-TZVPD basis) of an isolated molecule of C4H5NO2.

The geometry in ORCA input format:
```
! RIJCOSX wB97M-V def2-TZVPD def2/J DEFGRID3
* xyz 0 1
C -0.92241 0.05485 -0.10575
H -2.32331 -1.09757 -0.93547
H -2.89530 -0.23505 0.36291
N -2.25016 -0.23168 -0.41840
O -0.60095 1.34335 0.15945
C 0.19630 -0.71674 -0.15525
C 1.28958 0.16848 0.10749
O 2.61059 -0.15432 0.15294
H 2.67325 -1.10263 0.31590
H 1.21217 2.34700 0.57296
H 0.24429 -1.77596 -0.36784
C 0.76596 1.40027 0.31106
*
```

Calculated values
HOMO	-7.95	eV
electronic energy	-9813.1351	eV
F_max	0.007	Eh/bohr
SMILES	Nc1cc(O)co1
ΔE to the lowest compared entry with this formula, charge and spin	113.8	kJ/mol

Atom charges from the Mulliken analysis, given in e for atoms 1 to 5: 0.178, 0.236, 0.239, -0.519, -0.374

***

3.
The following is a DFT calculation (the ωB97M-V functional and the def2-TZVPD basis) of a cluster of 2 separate species, C4H5NO2 in total in a non-equilibrium geometry.

The geometry in ORCA input format:
```
! RIJCOSX wB97M-V def2-TZVPD def2/J DEFGRID3
* xyz 0 1
O -2.33235 -0.59040 0.92892
O 3.48250 0.01484 -0.54757
C 2.41676 -0.23840 -0.86154
H 0.02260 1.51512 -1.16856
N -0.33248 -0.34621 -0.18796
C 0.58532 0.59439 0.76575
H -1.35190 1.52334 0.03967
H -1.31237 -2.16442 0.13267
C -1.42004 -1.08373 0.32571
H 0.08718 0.51806 1.74222
H 0.27179 -0.80538 -0.87128
C -0.36532 1.13760 -0.21922
*
```

Calculated values
HOMO	-8.13	eV
electronic energy	-9810.0884	eV
F_max	0.027	Eh/bohr
ΔE to the lowest compared entry with this formula, charge and spin	407.8	kJ/mol

Atom charges from the Mulliken analysis, given in e for atoms 1 to 5: -0.448, -0.162, 0.037, 0.216, -0.001

***

4.
The following is a DFT calculation (the ωB97M-V functional and the def2-TZVPD basis) of an isolated molecule of C4H5NO2 in a non-equilibrium geometry.

The geometry in ORCA input format:
```
! RIJCOSX wB97M-V def2-TZVPD def2/J DEFGRID3
* xyz 0 1
H -2.04608 -0.35159 -0.09861
C 0.92656 -0.02036 -1.49270
H 1.32114 -0.83251 1.56450
H 0.05756 -1.64909 0.60319
H 1.46920 -0.14199 -2.43537
H 0.29316 1.39340 1.03713
O -0.17162 0.61632 -1.52701
C 0.65535 -0.74083 0.70463
O -2.27656 1.30174 0.99736
N 1.51068 -0.52101 -0.46295
C -1.59813 0.47124 0.46882
C -0.14127 0.47468 0.64102
*
```

Calculated values
HOMO (spin up / spin down)	-9.59 / -9.59	eV
electronic energy	-9810.6932	eV
F_max	0.031	Eh/bohr
ΔE to the lowest compared entry with this formula, charge and spin	349.4	kJ/mol

Atom charges from the Mulliken analysis, given in e for atoms 1 to 5: 0.345, 0.213, 0.272, 0.286, 0.403

***

5.
The following is a DFT calculation (the ωB97M-V functional and the def2-TZVPD basis) of an isolated molecule of C4H5NO2 in a non-equilibrium geometry.

The geometry in ORCA input format:
```
! RIJCOSX wB97M-V def2-TZVPD def2/J DEFGRID3
* xyz 0 1
N 0.27161 0.07438 0.91871
H -0.79419 -2.50175 -1.49568
C -0.50212 -1.86836 -0.65880
C 0.25271 2.23876 0.58001
O 0.36088 1.28936 1.57600
C -0.05263 0.45276 -0.41949
O -0.31482 -0.55753 -1.22455
H 1.23706 -0.06742 0.52408
C 0.06120 1.81378 -0.70553
H -1.28346 -1.85658 0.10621
H 0.33930 3.23246 1.01426
H 0.42444 -2.24987 -0.21520
*
```

Calculated values
HOMO	-8.41	eV
electronic energy	-9808.6766	eV
F_max	0.033	Eh/bohr
SMILES	COC1=C=CON1
ΔE to the lowest compared entry with this formula, charge and spin	544.0	kJ/mol

Atom charges from the Mulliken analysis, given in e for atoms 1 to 5: -0.197, 0.239, -0.617, 0.132, -0.258

***

6.
The following is a DFT calculation (the ωB97M-V functional and the def2-TZVPD basis) of an isolated molecule of C4H5NO2S in a non-equilibrium geometry.

The geometry in ORCA input format:
```
! RIJCOSX wB97M-V def2-TZVPD def2/J DEFGRID3
* xyz 0 1
H -1.82417 -0.87423 1.23264
H 2.48589 -0.61921 -1.24503
C -0.28296 0.24239 -0.00011
C 2.13281 -0.05647 0.66496
C -1.62926 0.83453 -0.25899
O 3.21156 -0.14613 1.17865
H -1.71662 -1.36736 -0.51562
N 1.71609 -0.68923 -0.55080
H -1.79954 0.89630 -1.30650
H -2.11570 1.59589 0.37029
O 0.57091 -0.02881 -1.10784
S 0.77285 0.80685 1.32400
C -1.52186 -0.59450 0.21436
*
```

Calculated values
HOMO	-9.41	eV
electronic energy	-20646.8180	eV
F_max	0.020	Eh/bohr
SMILES	O=C1NOC2(CC2)S1
ΔE to the lowest compared entry with this formula, charge and spin	324.4	kJ/mol

Atom charges from the Mulliken analysis, given in e for atoms 1 to 5: 0.244, 0.290, 0.719, 0.435, -0.605

***

7.
The following is a DFT calculation (the ωB97M-V functional and the def2-TZVPD basis) of an isolated molecule of C4H5NO3 in a non-equilibrium geometry.

The geometry in ORCA input format:
```
! RIJCOSX wB97M-V def2-TZVPD def2/J DEFGRID3
* xyz 0 1
C 2.16758 0.41989 0.31716
O -2.31687 -0.54306 -1.56324
H 0.18528 -1.22335 -0.73264
H 0.17418 -0.99183 1.53700
C -1.60055 0.42875 -0.78401
C -0.24872 -0.19551 -0.37367
O 2.68308 -0.38868 1.22184
C -0.16341 -0.05018 1.08067
N 0.65750 0.83598 0.35346
H -1.35664 -0.88773 -2.06062
H -0.95057 0.34406 1.82295
O -2.11601 1.36276 -0.26302
H 2.88515 0.88890 -0.55589
*
```

Calculated values
HOMO	-10.67	eV
electronic energy	-11857.6002	eV
F_max	0.153	Eh/bohr
SMILES	O=CN1C[C@H]1C(=O)O
ΔE to the lowest compared entry with this formula, charge and spin	424.6	kJ/mol

Atom charges from the Mulliken analysis, given in e for atoms 1 to 5: 0.168, -0.464, 0.201, 0.263, 0.474

***

8.
The following is a DFT calculation (the ωB97M-V functional and the def2-TZVPD basis) of a cluster of 2 separate species, C4H5NO3 in total in a non-equilibrium geometry.

The geometry in ORCA input format:
```
! RIJCOSX wB97M-V def2-TZVPD def2/J DEFGRID3
* xyz 0 1
O 0.03309 2.13601 -2.08637
H -0.15138 -1.77635 2.47186
H -1.08396 2.04949 0.13658
H 2.74638 -1.03864 1.30519
H -0.34134 -0.73893 -1.19208
C -0.38518 0.27761 -0.98351
N 0.34549 0.96277 -1.99563
C 0.85374 -1.69542 2.18168
C 1.77153 -1.12074 1.66690
O -1.85096 0.25211 0.71737
H -2.00306 -0.68217 0.55654
C -1.07681 0.95748 -0.03779
O 1.14245 0.41677 -2.74075
*
```

Calculated values
HOMO	-9.88	eV
electronic energy	-11854.9446	eV
F_max	0.072	Eh/bohr
SMILES	O=[N+]([O-])/C=C/O.C#C
ΔE to the lowest compared entry with this formula, charge and spin	680.8	kJ/mol

Atom charges from the Mulliken analysis, given in e for atoms 1 to 5: -0.581, 0.358, 0.354, 0.357, 0.385

***

9.
The following is a DFT calculation (the ωB97M-V functional and the def2-TZVPD basis) of an isolated molecule of C4H5NO3 in a non-equilibrium geometry.

The geometry in ORCA input format:
```
! RIJCOSX wB97M-V def2-TZVPD def2/J DEFGRID3
* xyz 0 1
H 1.51492 -1.42156 0.27677
O -1.75312 -0.07084 -0.98866
O 1.45866 0.81409 -0.16485
C 0.76698 -1.78958 0.98615
C 0.30166 -0.68275 1.82099
H -0.96630 1.57389 -1.92588
N -0.45710 -1.01003 0.72984
H -0.22688 -0.89854 2.80011
H 0.97062 0.13769 1.93528
H 0.73132 -2.88640 1.18478
C -0.71303 -0.15029 -0.30792
O -0.11223 1.89830 -1.39625
C 0.38264 0.86139 -0.66287
*
```

Calculated values
HOMO	-9.89	eV
electronic energy	-11859.5065	eV
F_max	0.096	Eh/bohr
SMILES	O=C(O)C(=O)N1CC1
ΔE to the lowest compared entry with this formula, charge and spin	240.7	kJ/mol

Atom charges from the Mulliken analysis, given in e for atoms 1 to 5: 0.207, -0.578, -0.490, -0.286, -0.340

***

10.
The following is a DFT calculation (the ωB97M-V functional and the def2-TZVPD basis) of an isolated molecule of C4H5NO3 in a non-equilibrium geometry.

The geometry in ORCA input format:
```
! RIJCOSX wB97M-V def2-TZVPD def2/J DEFGRID3
* xyz 0 1
O 1.11785 0.35431 -0.49853
O -0.37619 -0.97159 -1.61918
N 0.69901 0.10352 2.90521
H 0.03659 1.89642 0.40437
O -1.13837 0.37457 0.09835
C 0.51204 0.07927 -1.75856
C -1.11976 -0.94400 -0.43706
H -0.06461 0.93101 -2.12625
C 0.13915 0.79629 0.45276
H -2.17221 -1.30299 -0.64392
H -0.74533 -1.65852 0.29449
C 0.45463 0.33080 1.79573
H 1.30982 -0.22307 -2.42750
*
```

Calculated values
HOMO	-10.59	eV
electronic energy	-11859.6444	eV
F_max	0.046	Eh/bohr
SMILES	N#CC1OCOCO1
ΔE to the lowest compared entry with this formula, charge and spin	227.4	kJ/mol

Atom charges from the Mulliken analysis, given in e for atoms 1 to 5: -0.422, -0.366, -0.381, 0.225, -0.373

***

11.
The following is a DFT calculation (the ωB97M-V functional and the def2-TZVPD basis) of a cluster of 2 separate species, C4H5NO3 in total in a non-equilibrium geometry.

The geometry in ORCA input format:
```
! RIJCOSX wB97M-V def2-TZVPD def2/J DEFGRID3
* xyz 0 1
C 1.36899 -0.40522 -0.63772
N -0.77486 0.95516 1.77949
H -2.30955 0.69907 0.24158
C -0.02315 0.59337 0.50878
H 2.28975 -2.20404 -1.28995
H -0.42549 1.81966 2.11282
H -1.24739 0.26071 2.41611
H -0.16392 -1.08875 -2.30912
O 1.31053 0.11167 0.49300
O -1.92325 0.76071 -0.86242
C -0.73296 0.23736 -0.53591
O 2.50129 -1.08349 -0.60837
C 0.13001 -0.65620 -1.30828
*
```

Calculated values
HOMO	-7.77	eV
electronic energy	-11855.9942	eV
F_max	0.161	Eh/bohr
ΔE to the lowest compared entry with this formula, charge and spin	579.6	kJ/mol

Atom charges from the Mulliken analysis, given in e for atoms 1 to 5: 0.794, -0.551, 0.445, -0.093, 0.404

***

12.
The following is a DFT calculation (the ωB97M-V functional and the def2-TZVPD basis) of a cluster of 2 separate species, C4H5NO3S in total in a non-equilibrium geometry.

The geometry in ORCA input format:
```
! RIJCOSX wB97M-V def2-TZVPD def2/J DEFGRID3
* xyz 0 1
C 1.62821 -1.02614 -0.56045
O -2.86536 -0.40216 0.41766
C 0.79431 0.09646 -0.10599
C -0.56781 1.62641 0.79725
N -0.24478 2.05242 -0.38981
H 0.96384 -1.88025 -0.31795
O -1.50491 -1.80072 -0.96785
S -1.97857 -0.41651 -0.68362
C 0.08865 0.31635 1.01973
H -0.08907 -0.11132 1.96809
H -1.19927 2.18794 1.48645
H 1.77397 -0.81192 -1.66168
O 0.56963 1.15216 -0.99125
H 2.63116 -0.98273 -0.01059
*
```

Calculated values
HOMO	-10.25	eV
electronic energy	-22694.2904	eV
F_max	0.088	Eh/bohr
ΔE to the lowest compared entry with this formula, charge and spin	198.4	kJ/mol

Atom charges from the Mulliken analysis, given in e for atoms 1 to 5: -0.970, -0.393, 0.220, -0.036, -0.352